The following is a quantum chemistry calculation of an isolated ion of composition C5H11N2O and charge +2 at a distorted geometry, from the Open Molecules 2025 dataset.

## Properties
2S+1 = 2
F_max = 2.11 eV/Å
E_HOMO (spin up / spin down) = -18.303 / -18.363 eV
⟨S²⟩ = 0.766
LUMO energy (spin up / spin down) = -7.5994 / -11.1913 eV
Total energy = -10372.02564 eV
Charge = +2
Energy relative to the best compared isomer or geometry (same formula, charge and spin) = 2.1 kcal per mole

Structure (XYZ):
```
19
Properties=species:S:1:pos:R:3:lowdin_spin:R:1
O -2.399 -2.246 0.778 0.004
C -1.505 -1.702 0.223 0.001
C -0.617 -0.607 0.855 0.029
C -0.496 0.602 -0.086 0.062
C 0.488 0.402 -1.183 0.440
C 1.763 0.948 -1.156 0.113
N 2.715 0.706 -2.044 0.308
N -1.315 -0.177 2.146 0.003
H -1.179 -1.859 -0.827 0.001
H 0.341 -1.049 1.124 0.002
H -0.029 1.358 0.566 0.002
H -1.431 1.015 -0.466 0.012
H 0.115 -0.163 -2.031 0.014
H 2.069 1.619 -0.361 0.000
H 2.592 0.070 -2.824 0.004
H 3.470 1.387 -2.061 0.005
H -1.217 -0.776 2.970 0.000
H -2.325 -0.315 2.027 0.000
H -1.040 0.789 2.349 0.000
```


The following is a quantum chemistry calculation of C14H35N2O5PY as an isolated structure at a distorted geometry, from the Open Molecules 2025 dataset.

## Properties
F_max = 6.20 eV/Å
E_HOMO = -5.208 eV
LUMO energy = -0.4962 eV
Total energy = -38632.29776 eV
Charge = -1

Structure (XYZ):
```
58
Properties=species:S:1:pos:R:3:lowdin_charge:R:1
Y -0.202 2.776 1.518 1.305
C -2.957 1.197 -0.444 -0.100
C -2.055 0.403 0.503 -0.421
O -1.582 1.275 1.453 -0.426
H -2.475 2.149 -0.546 0.008
H -4.000 1.237 -0.129 0.073
H -2.807 0.836 -1.452 0.056
H -1.238 -0.106 -0.068 0.091
H -2.656 -0.461 0.893 0.099
P -0.770 5.392 -0.220 0.729
O 0.534 4.976 0.736 -0.681
O 0.697 2.710 3.714 -0.460
O -1.496 4.074 -0.161 -0.632
O 1.461 1.649 0.568 -0.470
C -0.209 1.242 -5.590 -0.129
C 0.513 0.476 -4.534 -0.297
N 0.000 0.445 -3.144 -0.135
C 0.978 -0.253 -2.326 -0.270
C 0.814 -1.771 -2.429 -0.085
C -0.278 1.861 -2.731 -0.251
C 0.814 2.920 -2.821 -0.080
H -0.228 2.340 -5.560 0.071
H -1.213 0.814 -5.853 0.090
H 0.324 1.077 -6.517 0.062
H 0.653 -0.557 -4.888 0.110
H 1.561 0.897 -4.652 0.120
H 1.960 -0.042 -2.660 0.091
H 0.971 0.089 -1.269 0.096
H 1.325 -2.284 -1.625 0.056
H -0.235 -1.943 -2.341 0.060
H 1.173 -2.234 -3.353 0.061
H -0.657 1.823 -1.701 0.081
H -1.054 2.218 -3.323 0.081
H 1.188 2.892 -3.857 0.053
H 1.683 2.700 -2.136 0.088
H 0.294 3.863 -2.514 0.056
C 2.572 -0.687 3.574 -0.083
C 1.066 -0.542 3.285 -0.254
N 0.419 -1.846 3.104 -0.173
C 0.536 -2.398 1.787 -0.299
C 0.707 -3.956 1.845 -0.076
C -0.986 -1.857 3.593 -0.240
C -1.449 -2.620 4.872 -0.096
H 3.078 0.296 3.618 0.076
H 3.116 -1.277 2.770 0.076
H 2.721 -1.298 4.410 0.036
H 0.784 -0.145 4.226 0.091
H 0.770 0.090 2.457 0.060
H -0.243 -2.056 1.103 0.098
H 1.377 -2.005 1.262 0.093
H 0.830 -4.332 0.785 0.068
H 1.696 -4.079 2.428 0.095
H -0.212 -4.340 2.276 0.046
H -1.619 -2.278 2.789 0.106
H -1.354 -0.881 3.642 0.081
H -1.256 -3.705 4.758 0.053
H -2.519 -2.440 5.052 0.060
H -0.866 -2.326 5.820 0.082
```


The following is a quantum chemistry calculation of a 7-piece molecular cluster, C23H40Cl12N4 overall at a distorted geometry, from the Open Molecules 2025 dataset.

## Properties
2S+1 = 2
F_max = 3.34 eV/Å
E_HOMO (spin up / spin down) = -0.521 / -5.805 eV
⟨S²⟩ = 0.753
LUMO energy (spin up / spin down) = 1.8057 / 1.8021 eV
Total energy = -180725.83890 eV
Charge = -1

Structure (XYZ):
```
79
Properties=species:S:1:pos:R:3:lowdin_spin:R:1
C -1.594 22.124 19.665 0.000
C -1.525 21.080 18.572 0.000
N -1.772 21.632 17.193 0.000
C -1.637 20.485 16.192 0.000
C -0.229 19.914 16.017 0.000
C -3.033 22.275 17.110 0.000
C -2.993 23.130 15.793 0.000
H -2.596 22.434 19.958 0.000
H -0.903 22.882 19.295 0.000
H -1.193 21.608 20.537 0.000
H -0.527 20.647 18.499 0.000
H -2.205 20.229 18.620 0.000
H -2.386 19.724 16.413 0.000
H -1.858 20.888 15.204 0.000
H -0.089 19.136 16.767 0.000
H -0.055 19.381 15.082 0.000
H 0.486 20.728 16.133 0.000
H -3.198 22.971 17.932 0.000
H -3.785 21.486 17.149 0.000
H -2.030 23.388 15.353 0.000
H -3.520 24.029 16.113 0.000
H -3.638 22.581 15.107 0.000
C 6.749 24.268 17.021 0.000
C 6.845 24.411 15.484 0.000
N 5.820 25.248 14.895 0.000
C 5.772 26.587 15.417 0.001
C 4.483 27.412 15.117 0.009
C 5.836 25.229 13.462 0.001
C 5.876 23.835 12.827 0.001
H 5.692 24.166 17.266 0.000
H 7.233 25.147 17.446 0.000
H 7.285 23.386 17.372 0.000
H 7.824 24.717 15.115 0.000
H 6.831 23.457 14.957 0.000
H 5.823 26.633 16.505 0.000
H 6.705 27.108 15.204 0.000
H 3.606 26.829 15.400 0.003
H 4.520 28.365 15.645 0.002
H 4.252 27.660 14.081 0.009
H 6.693 25.835 13.170 0.000
H 5.066 25.860 13.019 0.000
H 5.040 23.184 13.083 0.001
H 6.888 23.436 12.896 0.000
H 5.802 23.823 11.739 0.001
C 3.069 27.622 19.624 0.000
Cl 4.748 27.907 19.225 0.000
Cl 2.228 29.205 19.563 0.001
Cl 2.412 26.458 18.513 0.001
Cl 3.023 26.946 21.265 0.000
C 2.318 26.499 10.760 0.202
Cl 2.261 27.523 12.249 0.311
Cl 2.342 24.816 11.026 0.114
Cl 0.965 26.792 9.610 0.181
Cl 3.791 26.846 9.798 0.142
C -1.292 22.234 10.249 0.001
Cl -0.397 21.746 11.727 0.003
Cl -1.785 20.869 9.255 0.000
Cl -2.725 23.173 10.807 0.002
Cl -0.221 23.255 9.283 0.006
N 3.150 23.923 15.441 0.000
C 2.367 23.695 14.373 0.001
C 1.106 23.288 14.838 0.000
C 1.106 23.506 16.198 0.000
C 2.410 23.846 16.565 0.001
H 4.048 24.385 15.447 0.000
H 2.883 23.764 13.426 0.002
H 0.295 23.031 14.172 0.000
H 0.271 23.243 16.830 0.000
H 2.912 24.180 17.462 0.000
N 3.094 20.113 14.268 0.000
C 2.401 19.421 13.277 0.000
C 3.115 18.329 12.937 0.000
C 4.320 18.288 13.735 0.000
C 4.244 19.418 14.494 0.000
H 2.767 20.906 14.801 0.000
H 1.382 19.683 13.037 0.000
H 2.877 17.530 12.250 0.000
H 4.994 17.445 13.709 0.000
H 4.819 19.663 15.375 0.000
```


The following is a quantum chemistry calculation of one molecule with the formula C4H3Cl3F2 at a distorted geometry, from the Open Molecules 2025 dataset.

## Properties
F_max = 3.60 eV/Å
E_HOMO = -9.813 eV
LUMO energy = 0.5609 eV
Structure (SMILES) = CC(=C(Cl)Cl)C(F)(F)Cl
Total energy = -47197.73241 eV
Charge = 0
Energy relative to the best compared isomer or geometry (same formula, charge and spin) = 0.0 kcal per mole

Structure (XYZ):
```
12
Properties=species:S:1:pos:R:3:lowdin_charge:R:1
C 0.012 0.681 1.302 -0.068
C 0.137 0.197 -0.076 -0.306
C 0.541 0.924 -1.101 -1.086
Cl 0.439 0.294 -2.759 0.601
Cl 1.349 2.417 -1.029 0.685
C -0.461 -1.368 -0.333 -0.897
F -0.917 -1.832 0.861 0.027
F -1.623 -1.386 -1.027 0.033
Cl 0.759 -2.327 -1.063 0.773
H -0.004 -0.141 2.026 0.092
H -0.916 1.215 1.484 0.104
H 0.684 1.326 1.714 0.043
```


The following is a quantum chemistry calculation of C28H33BN7O5PbS8 as an isolated structure at a distorted geometry, from the Open Molecules 2025 dataset.

## Properties
F_max = 1.52 eV/Å
E_HOMO = -4.933 eV
LUMO energy = 1.9497 eV
Total energy = -142852.53804 eV
Charge = -1
Energy relative to the best compared isomer or geometry (same formula, charge and spin) = 36.7 kcal per mole

Structure (XYZ):
```
83
Properties=species:S:1:pos:R:3:lowdin_charge:R:1
Pb 0.940 0.712 -0.947 1.010
C -1.531 -1.983 -2.833 -0.031
N -2.373 -1.340 -1.844 -0.110
C -3.285 -1.978 -1.022 -0.049
C -3.844 -1.023 -0.254 -0.054
N -3.289 0.195 -0.594 0.000
B -3.890 1.551 -0.123 -0.448
N -2.834 2.553 0.472 0.021
C -3.162 3.894 0.521 -0.061
C -2.173 4.560 1.147 -0.075
N -1.223 3.618 1.492 -0.170
C 0.030 3.898 2.167 -0.038
C -1.642 2.385 1.069 -0.659
S -0.734 0.951 1.323 0.674
C -2.395 -0.006 -1.573 -0.735
S -1.410 1.156 -2.370 0.523
H -2.084 -2.792 -3.305 0.095
H -0.626 -2.386 -2.374 0.076
H -1.240 -1.248 -3.579 0.054
H -3.439 -3.045 -1.047 0.126
H -4.574 -1.113 0.532 0.116
H -4.382 2.100 -1.083 0.078
H -4.705 1.303 0.738 0.070
H -4.076 4.260 0.085 0.125
H -2.058 5.605 1.381 0.130
H -0.146 4.562 3.013 0.088
H 0.743 4.365 1.486 0.101
H 0.442 2.957 2.519 0.063
C 0.601 2.408 -5.375 -0.392
S 1.297 0.773 -5.024 0.750
C 2.961 1.158 -4.631 -1.033
C 3.401 1.835 -3.545 -1.170
S 2.482 2.695 -2.357 0.373
S 5.154 1.875 -3.392 0.882
C 5.567 0.902 -4.763 -1.525
S 7.098 0.466 -5.159 0.493
S 4.172 0.435 -5.668 0.873
H -0.477 2.271 -5.448 0.026
H 1.002 2.787 -6.313 0.035
H 0.831 3.077 -4.548 -0.002
C -2.459 3.107 3.650 -0.041
C -2.397 1.602 3.662 -0.304
C -3.458 0.852 3.159 -0.057
C -3.411 -0.534 3.156 -0.059
C -2.290 -1.174 3.659 -0.295
C -1.225 -0.448 4.172 -0.076
C -1.288 0.935 4.173 -0.102
S -2.210 -2.947 3.671 0.610
O -1.969 -3.366 5.023 -0.294
O -3.370 -3.425 2.964 -0.307
N -0.902 -3.315 2.786 -0.125
C -0.964 -2.817 1.396 -0.231
C 0.425 -2.780 0.771 -0.088
C 1.401 -1.873 1.547 -0.664
O 1.592 -2.143 2.750 -0.021
O 1.958 -0.925 0.906 -0.242
H -2.836 3.473 2.693 0.048
H -1.473 3.540 3.823 0.059
H -3.127 3.472 4.434 0.096
H -4.322 1.359 2.742 0.102
H -4.228 -1.124 2.760 0.102
H -0.343 -0.964 4.537 0.121
H -0.448 1.504 4.556 0.117
H -0.015 -3.023 3.225 0.084
H -1.389 -1.808 1.360 0.071
H -1.632 -3.471 0.837 0.103
H 0.342 -2.417 -0.256 0.080
H 0.850 -3.787 0.756 0.125
N 5.093 -1.701 1.223 0.198
C 5.651 -2.076 0.042 -0.498
O 6.817 -2.408 -0.087 0.049
C 4.672 -2.075 -1.092 -0.109
C 4.682 -3.056 -2.071 0.013
C 3.671 -3.063 -3.018 -0.041
C 2.671 -2.106 -2.929 -0.136
N 2.683 -1.138 -2.014 -0.007
C 3.691 -1.104 -1.149 -0.133
H 5.674 -1.698 2.042 0.113
H 4.106 -1.492 1.317 0.075
H 5.472 -3.797 -2.072 0.125
H 3.647 -3.805 -3.806 0.105
H 1.835 -2.098 -3.623 0.102
H 3.693 -0.280 -0.447 0.099
```


The following is a quantum chemistry calculation of C5H6N2O as an isolated structure at a distorted geometry, from the Open Molecules 2025 dataset.

## Properties
F_max = 1.25 eV/Å
E_HOMO (spin up / spin down) = -8.221 / -8.221 eV
LUMO energy (spin up / spin down) = 0.2706 / 0.2704 eV
Total energy = -10304.78732 eV
Charge = 0
Energy relative to the best compared isomer or geometry (same formula, charge and spin) = 111.1 kcal per mole

Structure (XYZ):
```
14
Properties=species:S:1:pos:R:3:lowdin_charge:R:1
C 1.424 -0.491 0.120 -0.449
C -0.829 -0.265 -0.361 -0.298
C -0.235 0.603 0.521 -0.092
N -2.130 -0.444 -0.701 0.152
C 0.283 -1.054 -0.834 -0.078
C -0.178 1.831 0.996 0.032
O 1.012 -1.785 0.212 0.052
N 2.542 0.087 0.220 0.147
H -2.815 0.211 -0.361 0.108
H -2.466 -1.366 -0.929 0.106
H 3.257 -0.545 0.581 0.058
H 0.359 -1.516 -1.813 0.142
H -0.702 2.657 0.525 0.060
H 0.476 2.075 1.824 0.060
```


The following is a quantum chemistry calculation of C40H48AlAsGeN2Se as an isolated structure at a distorted geometry, from the Open Molecules 2025 dataset.

## Properties
F_max = 16.79 eV/Å
E_HOMO = -0.618 eV
LUMO energy = 4.1991 eV
Total energy = -234512.21488 eV
Charge = -2

Structure (XYZ):
```
94
Properties=species:S:1:pos:R:3:lowdin_charge:R:1
Al 9.276 -2.722 19.193 -0.094
C 8.944 -4.601 19.851 -0.216
C 9.175 -5.916 19.163 -0.325
C 8.180 -6.560 18.466 -0.106
C 8.454 -7.793 17.925 -0.158
C 9.676 -8.342 18.155 -0.187
C 10.706 -7.674 18.794 -0.140
C 10.489 -6.431 19.297 -0.083
H 9.374 -4.572 21.014 0.137
H 7.934 -4.511 19.913 -0.014
H 6.957 -6.326 18.574 0.173
H 7.636 -8.479 17.416 0.129
H 9.774 -9.409 17.894 0.088
H 11.685 -8.309 19.291 0.160
H 11.156 -5.914 20.080 0.139
Se 8.232 -3.117 17.140 0.878
C 7.947 -1.699 16.001 -0.565
C 8.296 -0.275 16.438 -0.122
C 8.155 0.616 15.506 -0.286
N 7.726 0.536 14.251 0.017
C 7.390 -0.724 13.868 -0.167
C 7.523 -1.825 14.663 -0.133
H 8.642 -0.288 17.302 -0.028
H 8.387 2.127 15.791 0.181
H 7.033 -0.949 13.017 0.027
H 7.087 -2.884 14.423 0.129
C 10.971 -4.422 11.390 -0.084
C 11.044 -3.824 12.827 -0.328
C 11.163 -4.755 13.774 -0.066
C 11.282 -4.308 15.115 -0.270
C 11.095 -5.322 16.268 -0.064
C 11.229 -2.937 15.386 -0.330
As 11.477 -2.028 17.129 1.324
N 11.288 -3.027 18.593 -0.239
C 12.216 -3.433 19.433 -0.335
C 11.791 -3.474 20.860 -0.043
C 12.678 -3.862 21.857 -0.166
C 13.872 -4.441 21.702 -0.185
C 14.280 -4.408 20.316 -0.109
C 13.549 -3.881 19.259 -0.059
C 13.440 -1.365 17.139 -0.246
C 14.565 -1.987 16.629 -0.279
C 14.559 -3.063 15.561 -0.038
C 15.877 -1.434 16.838 -0.019
C 16.054 -0.246 17.580 -0.259
C 17.398 0.296 17.988 -0.044
C 14.832 0.333 18.105 -0.048
C 13.566 -0.236 17.896 -0.325
C 12.389 0.566 18.675 -0.094
C 11.032 -1.884 14.472 -0.312
C 11.078 -0.473 14.557 -0.126
C 11.116 -2.441 13.061 0.018
H 12.029 -4.691 11.159 0.067
H 10.652 -3.700 10.541 0.088
H 10.425 -5.393 11.387 0.063
H 11.268 -5.928 13.432 0.165
H 10.154 -4.943 16.917 0.050
H 12.002 -5.214 17.041 0.105
H 10.935 -6.351 15.935 0.059
H 11.093 -2.980 20.778 -0.092
H 12.244 -3.514 22.930 0.140
H 14.684 -4.911 22.467 0.121
H 15.276 -5.116 20.093 0.134
H 13.781 -4.201 18.494 -0.056
H 13.783 -2.769 15.155 -0.052
H 14.451 -3.943 16.252 0.117
H 15.104 -2.946 14.651 0.087
H 16.953 -1.857 16.205 0.178
H 17.498 1.169 17.537 0.038
H 18.019 -0.278 17.672 -0.040
H 17.518 0.416 19.057 0.098
H 15.011 1.302 18.882 0.161
H 12.415 0.464 19.963 0.146
H 11.424 0.297 18.272 -0.044
H 12.525 1.937 18.272 0.156
H 11.590 0.136 13.570 0.139
H 11.307 0.317 15.139 0.002
H 9.912 0.072 14.323 0.136
H 11.097 -1.698 12.292 0.083
C 7.176 -0.975 22.733 -0.213
Ge 7.849 -0.181 20.974 0.565
C 8.028 1.763 21.295 -0.309
C 6.219 -0.213 19.808 -0.288
C 9.295 -1.070 20.250 -0.342
H 7.919 -0.399 23.648 0.095
H 7.344 -2.029 22.813 -0.019
H 6.301 -0.699 22.895 -0.135
H 8.209 2.864 20.277 0.139
H 9.006 1.854 21.537 -0.136
H 7.651 2.201 22.390 0.038
H 6.719 -0.264 18.645 0.023
H 5.231 1.058 19.530 0.114
H 5.571 -1.045 19.817 -0.091
H 10.092 -0.645 19.918 -0.202
```